*one*
C3H6N4 | the ωB97M-V functional and the def2-TZVPD basis

Its frontier orbital gap is 0.3685 hartree.

Geometry as ORCA input:
```
! wB97M-V def2-TZVPD RIJCOSX def2/J DEFGRID3
* xyz 0 1
C 1.4942 -0.8230 -1.3624
C 0.7412 0.1901 -0.2576
C -0.0968 1.1000 1.4401
H 2.8276 -0.8219 -1.5116
H 1.3343 -1.8230 -0.7238
H 0.8405 -1.0554 -2.4558
H -0.0160 1.8553 2.2237
H -1.2466 -2.0265 -0.3030
H -2.4661 -0.5143 -0.6938
N 1.0886 0.8431 0.8076
N -1.1611 0.4953 0.8864
N -0.6292 -0.0252 -0.1445
N -1.3133 -1.0870 -0.9004
*
```

Atomic partial charges in e from the Mulliken method, atoms 1 to 2: atom 1 (C): -0.746, atom 2 (C): 0.506

***

*two*
C3H6N4 | the ωB97M-V functional and the def2-TZVPD basis

Its frontier orbital gap is 0.3558 hartree.

Geometry as ORCA input:
```
! wB97M-V def2-TZVPD RIJCOSX def2/J DEFGRID3
* xyz 0 1
H 2.5757 -2.3070 -0.9850
N 2.8140 -1.3050 -0.6504
C 1.8943 -0.8406 0.1665
N 0.6470 -1.4954 0.5852
C -0.3040 -0.7953 0.0523
N -0.4034 0.3380 -0.6721
C -1.6109 1.0190 0.2535
N -1.7208 2.2578 -0.0772
H -2.6209 2.4752 0.5017
H 2.1448 0.4170 0.2638
H -1.4236 -1.0588 0.6015
H 0.1772 0.7720 -1.3287
H -2.1693 0.5230 1.2890
*
```

Atomic partial charges in e from the Mulliken method, atoms 1 to 2: atom 1 (H): 0.251, atom 2 (N): -0.517

***

*three*
C3H6N4 | the ωB97M-V functional and the def2-TZVPD basis

Its frontier orbital gap is 0.3763 hartree.

Geometry as ORCA input:
```
! wB97M-V def2-TZVPD RIJCOSX def2/J DEFGRID3
* xyz 0 1
C 1.1546 0.2693 -1.2727
C -0.3872 -1.2037 0.9425
N 0.3863 0.9809 -0.2869
C -0.4306 0.2456 0.6174
N -1.0718 0.9626 -0.5339
N -1.5376 1.8635 0.4994
N -1.0725 1.2460 1.4783
H 1.5756 1.0102 -1.9498
H 1.9675 -0.2517 -0.7668
H 0.5547 -0.4447 -1.8417
H 0.0743 -1.3176 1.9236
H -1.4004 -1.6007 0.9863
H 0.1870 -1.7596 0.2042
*
```

Atomic partial charges in e from the Mulliken method, atoms 1 to 2: atom 1 (C): -0.950, atom 2 (C): -0.980

***

Relative energies, unit kJ/mol: *one* 9.7; *two* 54.0; *three* 0.0

***

*one*
C3H6N4 | the ωB97M-V functional and the def2-TZVPD basis

Its frontier orbital gap is 0.3086 hartree.

Geometry as ORCA input:
```
! wB97M-V def2-TZVPD RIJCOSX def2/J DEFGRID3
* xyz 0 1
C -0.4911 0.5670 0.8024
C -0.8517 -0.2338 -0.3073
N -1.0053 -1.5855 -0.0883
C 1.9310 0.2693 -0.1782
N 1.3347 0.4557 0.8618
N -1.0161 1.3132 1.6384
N -0.3372 0.1013 -1.5144
H -1.4462 -1.8724 0.7709
H -1.2554 -2.1182 -0.9069
H -0.3153 1.7207 2.2644
H -0.4170 1.1007 -1.6768
H 0.8640 0.0410 -1.3416
H 3.0054 0.2411 -0.3246
*
```

Atomic partial charges in e from the Mulliken method, atoms 1 to 2: atom 1 (C): 0.326, atom 2 (C): 0.337

***

*two*
C3H6N4 | the ωB97M-V functional and the def2-TZVPD basis

Its frontier orbital gap is 0.3342 hartree.

Geometry as ORCA input:
```
! wB97M-V def2-TZVPD RIJCOSX def2/J DEFGRID3
* xyz 0 1
C 1.5958 1.4452 -0.5161
N -0.7152 -0.8030 0.3075
N -1.5566 -1.7836 0.8033
C 0.2429 -0.1007 0.9538
N 0.4739 0.9363 0.2194
C -0.8638 0.1155 -0.8750
N -1.3708 0.3289 -1.9085
H -2.4038 -1.8837 0.2257
H -1.7082 -2.7539 1.0718
H 0.6823 -0.3662 1.9046
H 1.2868 2.3728 -0.9979
H 1.9073 0.7755 -1.3219
H 2.4293 1.7167 0.1333
*
```

Atomic partial charges in e from the Mulliken method, atoms 1 to 2: atom 1 (C): -0.775, atom 2 (N): 0.515

***

*three*
C3H6N4 | the ωB97M-V functional and the def2-TZVPD basis

Its frontier orbital gap is 0.3844 hartree.

Geometry as ORCA input:
```
! wB97M-V def2-TZVPD RIJCOSX def2/J DEFGRID3
* xyz 0 1
C 0.4667 -1.1735 1.7036
N 0.2227 -1.1877 0.1252
N -0.0633 0.0682 -0.2835
C -1.0687 0.4233 -1.1978
C -0.7272 1.6962 -1.6142
N 0.2788 2.2180 -0.5701
N 0.6782 1.1600 0.0733
H -0.5241 -1.1182 2.2514
H 1.0285 -2.2217 1.9149
H 1.3031 -0.4459 1.8816
H 1.2158 -1.2827 -0.3928
H -1.5420 -0.5494 -1.6590
H -1.2683 2.4132 -2.2327
*
```

Atomic partial charges in e from the Mulliken method, atoms 1 to 2: atom 1 (C): -0.653, atom 2 (N): -0.689

***

Relative energies, unit kJ/mol: *one* 0.0; *two* 182.2; *three* 27.0

***

*one*
C10H18N3O2 | the ωB97M-V functional and the def2-TZVPD basis

Its frontier orbital gap is 0.3309 hartree.

Geometry as ORCA input:
```
! wB97M-V def2-TZVPD RIJCOSX def2/J DEFGRID3
* xyz 1 1
C 1.4412 1.9914 -0.7679
N 1.0156 0.8382 0.0707
C 1.8702 0.4074 1.0085
O 1.3824 -0.3070 1.9829
N 3.0991 0.6640 1.0186
C 4.2363 0.7856 0.4868
N 4.7885 -0.2006 -0.3088
C 4.0535 -1.3531 -0.6038
O 2.9864 -1.7262 -0.1322
C -0.4004 0.2196 -0.3227
C -0.2112 -1.3747 -0.3758
C -1.5325 -1.9624 -0.8881
C -2.6541 -1.4223 -0.0046
C -2.8176 0.1074 0.0688
C -1.5593 0.6232 0.6329
H 2.2019 1.8842 -1.4816
H 0.5080 2.3175 -1.3211
H 1.7539 2.8248 -0.0966
H 1.9530 -0.9530 2.4256
H 4.8459 1.6107 0.7406
H 5.7322 -0.1115 -0.6386
H 4.7034 -2.1573 -1.0577
H -0.5366 0.5880 -1.3520
H -0.2457 -1.7974 0.5971
H 0.6238 -1.5962 -1.0665
H -1.4583 -3.0684 -0.7353
H -1.7516 -1.7406 -1.9149
H -3.6393 -1.9401 -0.1830
H -2.5482 -1.6649 1.1106
H -3.1015 0.6809 -0.8261
H -3.6737 0.3783 0.7305
H -1.7000 1.8356 0.6155
H -1.2980 0.4323 1.6187
*
```

Atomic partial charges in e from the Mulliken method, atoms 1 to 2: atom 1 (C): -1.141, atom 2 (N): 0.202

***

*two*
C10H18N3O2 | the ωB97M-V functional and the def2-TZVPD basis

Its frontier orbital gap is 0.3596 hartree.

Geometry as ORCA input:
```
! wB97M-V def2-TZVPD RIJCOSX def2/J DEFGRID3
* xyz 1 1
C -0.9753 1.4081 1.5793
N -0.4996 0.6703 0.4243
C -1.3147 0.5188 -0.5872
O -0.8747 -0.0345 -1.6957
N -2.5073 1.1364 -0.5971
C -3.7236 0.8552 -0.4067
N -4.2919 -0.3205 -0.0077
C -3.6296 -1.4988 0.3305
O -2.4412 -1.6187 0.3041
C 0.8990 0.2193 0.4080
C 1.0828 -1.2398 -0.0046
C 2.5500 -1.6178 0.1946
C 3.4540 -0.7043 -0.6295
C 3.2201 0.7623 -0.2790
C 1.7515 1.1344 -0.4726
H -0.1551 1.5501 2.2757
H -1.3537 2.3866 1.2732
H -1.7754 0.8659 2.0861
H -1.5333 -0.0675 -2.4046
H -4.4297 1.6625 -0.5782
H -5.3026 -0.3316 0.0467
H -4.3300 -2.2937 0.6209
H 1.2527 0.3101 1.4399
H 0.8280 -1.3732 -1.0538
H 0.4353 -1.8813 0.5939
H 2.6983 -2.6539 -0.1123
H 2.8136 -1.5466 1.2517
H 4.4982 -0.9631 -0.4501
H 3.2559 -0.8620 -1.6922
H 3.4997 0.9395 0.7626
H 3.8437 1.4008 -0.9048
H 1.5840 2.1779 -0.1967
H 1.4708 1.0090 -1.5188
*
```

Atomic partial charges in e from the Mulliken method, atoms 1 to 2: atom 1 (C): -1.048, atom 2 (N): 0.284

***

Relative energies, unit kJ/mol: *one* 221.8; *two* 0.0

***

*one*
C8H12OS | the ωB97M-V functional and the def2-TZVPD basis

Its frontier orbital gap is 0.3255 hartree.

Geometry as ORCA input:
```
! wB97M-V def2-TZVPD RIJCOSX def2/J DEFGRID3
* xyz 0 1
C 0.7764 0.3265 -0.4053
C 1.1007 -0.9402 -0.0708
C -0.6659 0.4331 -0.2269
C -1.0929 -0.8738 0.3150
C 1.6668 1.4055 -0.9153
C 2.3670 -1.6949 -0.2410
C -1.6100 2.1060 0.1013
C -2.1631 -1.1644 1.3195
O 0.0361 -1.6626 0.4220
S -1.6359 -0.5602 -1.4239
H 2.3185 1.0308 -1.7018
H 2.2898 1.7970 -0.1109
H 1.0675 2.2178 -1.3142
H 2.2005 -2.5043 -0.9526
H 2.6824 -2.1408 0.7001
H 3.1470 -1.0417 -0.6179
H -2.6455 1.8191 0.0742
H -1.3074 2.7368 -0.7146
H -1.2618 2.4333 1.0672
H -2.3920 -2.2287 1.3029
H -3.0601 -0.6015 1.0770
H -1.8182 -0.8927 2.3160
*
```

Atomic partial charges in e from the Mulliken method, atoms 1 to 2: atom 1 (C): 0.578, atom 2 (C): 0.442

***

*two*
C8H12OS | the ωB97M-V functional and the def2-TZVPD basis

Its frontier orbital gap is 0.3008 hartree.

Geometry as ORCA input:
```
! wB97M-V def2-TZVPD RIJCOSX def2/J DEFGRID3
* xyz 0 1
C -0.7136 0.7273 -0.0236
C -0.5122 -0.5015 0.5680
C -0.3572 1.6685 -0.8725
C 0.0824 -1.6900 0.6904
C -0.9469 3.0298 -0.8367
C 0.7158 1.4226 -1.8882
C 0.3562 -2.2359 2.0659
C 0.3627 -2.6260 -0.5171
O -0.2438 1.5199 2.4435
S -1.1753 0.6431 1.7838
H -0.1791 3.7535 -1.2062
H -1.9047 3.2900 -1.2447
H -1.1368 3.1318 0.3343
H 1.2832 0.4538 -1.6742
H 0.2682 1.3183 -2.8583
H 1.5188 2.1952 -1.8034
H 1.2343 -1.8319 2.4953
H -0.5459 -2.0123 2.7382
H 0.6182 -3.4060 2.0438
H -0.1923 -3.6502 -0.4323
H 0.0733 -2.1806 -1.4388
H 1.3949 -3.0195 -0.3673
*
```

Atomic partial charges in e from the Mulliken method, atoms 1 to 2: atom 1 (C): -0.375, atom 2 (C): -0.534

***

*three*
C8H12OS | the ωB97M-V functional and the def2-TZVPD basis

Its frontier orbital gap (spin up / spin down) is 0.2602 / 0.2589 hartree.

Geometry as ORCA input:
```
! wB97M-V def2-TZVPD RIJCOSX def2/J DEFGRID3
* xyz 0 1
C -2.6781 1.4316 0.4164
C -1.4417 0.8734 0.4727
C -3.7135 0.3866 0.2478
C 1.0320 -1.6862 -0.6931
C -1.6367 -0.5816 0.4201
C 1.5838 0.0391 1.0453
C 3.0472 -0.0979 -1.0992
C 1.6502 -0.3194 -0.4559
O -2.8984 -0.8631 0.2598
S -0.6192 -1.7562 -0.5940
H -2.8481 2.4172 0.6256
H -0.5812 1.3349 0.8183
H -4.4218 0.0441 1.1303
H -4.2775 0.5820 -0.6832
H 1.7034 -2.5370 -0.9509
H 2.1406 -0.7280 1.4765
H 0.5477 0.0843 1.2748
H 2.1704 0.9792 1.1812
H 3.7226 -0.8215 -0.8302
H 3.4666 0.8411 -0.8198
H 2.9655 -0.0274 -2.3216
H 1.0861 0.4048 -0.9209
*
```

Atomic partial charges in e from the Mulliken method, atoms 1 to 2: atom 1 (C): -0.832, atom 2 (C): -0.138

***

Relative energies, unit kJ/mol: *one* 0.0; *two* 232.0; *three* 326.4

***

*one*
C3H10N3 | the ωB97M-V functional and the def2-TZVPD basis

The expectation value of S² is 2.0061. Its frontier orbital gap (spin up / spin down) is 0.3705 / 0.1789 hartree.

Geometry as ORCA input:
```
! wB97M-V def2-TZVPD RIJCOSX def2/J DEFGRID3
* xyz 1 3
C -2.2687 -1.2703 -0.3979
C -0.0861 3.0720 0.4713
C 1.7810 1.8454 -0.3404
N -1.5648 -0.3936 -0.2012
N -2.8440 -2.4712 -0.5257
N 0.4830 1.9338 -0.1924
H 6.5490 -1.0189 -1.6065
H 0.7063 3.6414 1.0265
H -0.3594 3.7034 -0.2801
H -0.9281 2.7378 1.0393
H 6.0501 -1.6190 -1.8845
H 2.2382 1.0662 -0.8904
H 2.3400 2.6219 -0.0085
H -3.8079 -2.5317 -0.7705
H -2.7202 -2.9509 0.4121
H -0.3096 1.2974 -0.4489
*
```

Atomic partial charges in e from the Mulliken method, atoms 1 to 2: atom 1 (C): 0.210, atom 2 (C): -0.700

***

*two*
C3H10N3 | the ωB97M-V functional and the def2-TZVPD basis

The expectation value of S² is 2.0065. Its frontier orbital gap (spin up / spin down) is 0.2633 / 0.2579 hartree.

Geometry as ORCA input:
```
! wB97M-V def2-TZVPD RIJCOSX def2/J DEFGRID3
* xyz 1 3
C -0.5743 0.8140 1.0757
C -1.1511 0.5360 -1.2142
C 1.1495 -1.4646 -0.5829
N 0.0086 0.6477 2.2402
N -0.1857 0.4719 -0.1242
N 1.1048 -0.0157 -0.4089
H -1.5404 1.3073 1.1204
H -2.0519 1.0594 -0.9017
H -0.7228 1.0459 -2.0763
H -1.4325 -0.4771 -1.5076
H 2.1973 -1.7507 -0.6325
H 0.6971 -1.9501 0.2818
H 0.6497 -1.8153 -1.4917
H 1.4330 0.4306 -1.2607
H -0.4058 1.0698 3.0574
H 0.8245 0.0907 2.4254
*
```

Atomic partial charges in e from the Mulliken method, atoms 1 to 2: atom 1 (C): -0.034, atom 2 (C): -0.786

***

Relative energies, unit kJ/mol: *one* 163.3; *two* 0.0